Entry 1:
C44H52CrN5OS5 | the ωB97M-V functional and the def2-TZVPD basis

Geometry as ORCA input:
```
! wB97M-V def2-TZVPD RIJCOSX def2/J DEFGRID3
* xyz -1 5
Cr -0.07 0.09 -0.01
C -2.20 -1.90 1.62
N -1.04 -1.03 1.57
C -0.34 -0.97 2.66
C 0.78 -0.12 2.71
C 1.65 0.24 3.75
C 2.50 1.20 3.22
C 2.11 1.37 1.89
N 1.09 0.57 1.57
C -3.41 -1.25 2.23
C -3.76 0.06 1.91
C -4.91 0.63 2.43
C -5.73 -0.11 3.28
C -5.38 -1.40 3.62
C -4.22 -1.96 3.10
H -1.97 -2.82 2.17
H -2.46 -2.19 0.59
H -0.62 -1.54 3.55
H 1.63 -0.13 4.76
H 3.30 1.71 3.72
H 2.52 2.06 1.17
H -3.12 0.63 1.25
H -5.17 1.65 2.19
H -6.64 0.33 3.67
H -6.00 -1.97 4.29
H -3.95 -2.97 3.38
C 2.99 -3.82 1.75
S 3.84 -3.29 0.24
C 2.82 -4.01 -0.99
C 1.50 -3.70 -1.16
S 0.56 -2.74 -0.13
S 0.74 -4.50 -2.57
C 2.15 -5.36 -3.13
S 2.13 -6.34 -4.45
S 3.55 -5.11 -2.15
H 3.51 -3.33 2.57
H 3.04 -4.90 1.84
H 1.95 -3.48 1.71
C -0.35 6.01 -2.99
C -0.41 4.97 -1.90
C -1.16 5.20 -0.75
C -1.21 4.20 0.22
C -2.03 4.40 1.47
C -0.52 3.02 0.03
C 0.24 2.72 -1.14
C 0.26 3.78 -2.08
N 0.74 1.47 -1.23
C 1.76 1.00 -2.18
C 2.36 2.00 -3.18
C 3.44 1.35 -4.04
C 4.57 0.80 -3.18
C 3.98 -0.23 -2.22
C 3.35 -1.35 -3.04
C 2.22 -0.80 -3.90
C 2.80 0.23 -4.86
C 1.16 -0.15 -3.01
C 2.92 0.43 -1.34
H -0.86 6.92 -2.69
H -0.81 5.62 -3.89
H 0.69 6.25 -3.22
H -1.69 6.13 -0.61
H -2.04 5.46 1.75
H -1.63 3.82 2.29
H -3.06 4.09 1.30
H -0.57 2.27 0.81
H 0.77 3.70 -3.02
H 2.77 2.86 -2.64
H 1.58 2.34 -3.87
H 3.84 2.12 -4.72
H 5.06 1.61 -2.62
H 5.33 0.33 -3.82
H 4.77 -0.65 -1.58
H 2.97 -2.11 -2.36
H 4.11 -1.82 -3.67
H 1.76 -1.61 -4.47
H 2.02 0.64 -5.50
H 3.55 -0.24 -5.50
H 0.75 -0.90 -2.33
H 0.34 0.23 -3.62
H 3.38 1.25 -0.78
H 2.53 -0.29 -0.63
C -6.93 2.39 -0.73
C -5.41 2.56 -0.71
N -4.86 2.90 -2.00
C -5.18 4.19 -2.58
C -6.17 4.05 -3.73
C -4.06 2.10 -2.73
O -3.68 2.42 -3.85
C -3.56 0.82 -2.15
C -4.22 -0.41 -2.29
C -3.47 -1.55 -1.99
C -2.18 -1.43 -1.53
N -1.59 -0.24 -1.24
C -2.28 0.85 -1.63
H -7.27 2.02 0.24
H -7.21 1.67 -1.49
H -7.42 3.33 -0.93
H -4.94 1.63 -0.38
H -5.14 3.35 0.01
H -4.25 4.61 -2.97
H -5.57 4.84 -1.80
H -5.77 3.34 -4.45
H -6.31 5.00 -4.24
H -7.14 3.68 -3.39
H -5.22 -0.47 -2.67
H -3.90 -2.53 -2.14
H -1.57 -2.31 -1.36
H -1.77 1.80 -1.56
*
```

The value obtained for the HOMO energy (alpha / beta) is -0.146 / -0.157 Ha. The calculation puts the gap between HOMO and LUMO (alpha / beta) at 0.222 / 0.231 Eh. The value obtained for the total energy is -5092.4642 hartree.

Entry 2:
C44H53FN2O | the ωB97M-V functional and the def2-TZVPD basis

Geometry as ORCA input:
```
! wB97M-V def2-TZVPD RIJCOSX def2/J DEFGRID3
* xyz 0 1
C -4.65 -0.11 -1.70
C -3.43 0.00 -2.66
C -3.96 0.54 -3.99
C -2.79 -1.37 -2.77
C -1.30 -1.42 -3.10
C -0.90 -0.58 -4.31
C -0.42 -1.01 -1.91
O -0.31 0.41 -1.90
C -0.05 0.93 -0.65
C -1.21 0.71 0.25
N -2.10 0.20 0.82
C 0.16 2.44 -0.81
C 0.34 3.00 0.52
N 0.39 3.48 1.58
C -1.02 3.12 -1.50
C -0.88 3.19 -3.03
C -0.85 4.61 -3.53
F -0.12 4.69 -4.70
H -5.44 0.56 -2.01
H -4.35 0.17 -0.70
H -4.99 -1.13 -1.72
H -2.77 0.73 -2.21
H -4.93 0.10 -4.19
H -4.13 1.61 -3.90
H -3.30 0.38 -4.83
H -2.95 -1.89 -1.83
H -3.31 -1.96 -3.52
H -1.01 -2.44 -3.32
H 0.18 -0.57 -4.39
H -1.30 -1.03 -5.21
H -1.24 0.44 -4.24
H 0.55 -1.49 -2.02
H -0.88 -1.41 -1.01
H 0.83 0.50 -0.20
H 1.06 2.62 -1.38
H -1.06 4.14 -1.13
H -1.97 2.67 -1.25
H -0.02 2.65 -3.41
H -1.76 2.73 -3.47
H -1.84 4.97 -3.77
H -0.37 5.28 -2.81
C 2.72 -5.30 -0.96
C 1.99 -5.13 -2.13
C 0.62 -4.91 -2.07
C -0.02 -4.87 -0.84
C 0.70 -5.04 0.33
C 2.07 -5.26 0.27
H 3.79 -5.46 -1.01
H 2.49 -5.16 -3.09
H 0.05 -4.78 -2.98
H -1.09 -4.70 -0.79
H 0.20 -5.01 1.29
H 2.64 -5.39 1.18
C 6.01 -6.74 -2.89
C 5.40 -6.81 -4.13
C 6.13 -6.50 -5.28
C 7.46 -6.13 -5.17
C 8.06 -6.06 -3.92
C 7.34 -6.37 -2.78
H 5.44 -6.99 -2.00
H 4.36 -7.10 -4.21
H 5.65 -6.56 -6.25
H 8.03 -5.90 -6.06
H 9.10 -5.76 -3.84
H 7.81 -6.31 -1.81
C -2.74 2.16 6.61
C -3.46 2.09 5.43
C -2.85 2.42 4.22
C -1.52 2.81 4.20
C -0.80 2.89 5.38
C -1.41 2.56 6.59
H -3.22 1.91 7.55
H -4.50 1.78 5.44
H -3.41 2.36 3.30
H -1.04 3.07 3.26
H 0.23 3.20 5.37
H -0.85 2.62 7.51
C 1.56 9.43 3.06
C 1.41 9.03 1.74
C 1.30 7.69 1.42
C 1.34 6.73 2.42
C 1.49 7.12 3.74
C 1.60 8.47 4.06
H 1.64 10.48 3.31
H 1.39 9.78 0.95
H 1.18 7.38 0.38
H 1.25 5.68 2.17
H 1.52 6.38 4.53
H 1.71 8.77 5.10
C -1.58 -1.08 5.09
C -1.68 -1.48 3.76
C -1.82 -2.82 3.45
C -1.86 -3.77 4.47
C -1.76 -3.37 5.79
C -1.62 -2.02 6.10
H -1.48 -0.03 5.33
H -1.64 -0.74 2.97
H -1.90 -3.13 2.42
H -1.98 -4.82 4.22
H -1.79 -4.11 6.58
H -1.54 -1.71 7.14
*
```

The value obtained for the HOMO energy is -0.329 Ha. The calculation puts the gap between HOMO and LUMO at 0.343 Eh. The value obtained for the total energy is -1992.9686 hartree. Its SMILES is CC(C)C[C@@H](C)CO[C@H](C#N)[C@H](C#N)CCCF.c1ccccc1.c1ccccc1.c1ccccc1.c1ccccc1.c1ccccc1.